{
  "formula": "C32H80N2O16",
  "method": "ωB97M-V/def2-TZVPD",
  "species": ["C", "C", "C", "C", "C", "C", "N", "O", "C", "C", "C", "H", "H", "H", "H", "H", "H", "H", "H", "H", "H", "H", "H", "H", "H", "H", "H", "H", "H", "H", "C", "C", "C", "C", "C", "C", "N", "O", "C", "C", "C", "H", "H", "H", "H", "H", "H", "H", "H", "H", "H", "H", "H", "H", "H", "H", "H", "H", "H", "H", "C", "C", "O", "O", "H", "H", "H", "H", "H", "H", "C", "C", "O", "O", "H", "H", "H", "H", "H", "H", "C", "C", "O", "O", "H", "H", "H", "H", "H", "H", "C", "C", "O", "O", "H", "H", "H", "H", "H", "H", "C", "C", "O", "O", "H", "H", "H", "H", "H", "H", "C", "C", "O", "O", "H", "H", "H", "H", "H", "H", "C", "C", "O", "O", "H", "H", "H", "H", "H", "H"],
  "positions_angstrom": [[-0.947, -1.698, -2.274], [-1.035, -2.526, -3.595], [-1.254, -4.037, -3.304], [-1.476, -4.859, -4.484], [-2.712, -4.363, -5.259], [-2.850, -2.836, -5.461], [-2.314, -2.149, -4.295], [-2.257, -0.699, -4.504], [-2.157, -2.456, -6.767], [-4.323, -2.427, -5.673], [0.310, -2.431, -4.374], [-0.197, -2.293, -1.715], [-1.888, -1.561, -1.734], [-0.448, -0.755, -2.464], [-0.583, -4.429, -2.563], [-2.204, -4.113, -2.752], [-1.538, -5.888, -4.188], [-0.655, -4.921, -5.194], [-3.595, -4.660, -4.609], [-2.909, -4.821, -6.227], [-2.730, -2.904, -7.606], [-2.168, -1.347, -6.832], [-1.133, -2.764, -6.804], [-4.742, -3.103, -6.408], [-4.883, -2.414, -4.751], [-4.310, -1.414, -6.004], [0.736, -1.400, -4.312], [0.306, -2.766, -5.402], [1.112, -3.109, -4.002], [-1.333, -0.518, -4.728], [1.884, -4.246, 0.164], [1.771, -4.295, 1.686], [2.769, -5.257, 2.226], [3.010, -5.095, 3.767], [3.545, -3.682, 3.945], [2.478, -2.683, 3.622], [2.096, -2.947, 2.222], [0.951, -2.108, 1.917], [1.373, -2.585, 4.669], [3.108, -1.228, 3.727], [0.370, -4.819, 2.007], [1.116, -3.567, -0.279], [1.777, -5.199, -0.327], [2.842, -3.809, -0.137], [2.394, -6.256, 2.040], [3.771, -5.169, 1.773], [3.807, -5.753, 4.088], [2.054, -5.256, 4.300], [4.383, -3.564, 3.281], [3.878, -3.576, 4.958], [0.624, -1.852, 4.426], [0.816, -3.490, 4.871], [1.878, -2.306, 5.590], [3.865, -1.044, 2.936], [2.283, -0.505, 3.639], [3.560, -1.071, 4.711], [-0.338, -4.163, 1.541], [0.175, -4.813, 3.056], [0.182, -5.843, 1.597], [1.366, -1.511, 1.241], [2.040, 6.233, 0.500], [0.629, 6.404, -0.064], [-0.072, 5.340, -0.791], [2.992, 6.317, -0.581], [2.068, 5.262, 1.012], [2.224, 7.032, 1.194], [0.776, 7.258, -0.755], [-0.007, 6.748, 0.732], [-0.964, 5.332, -0.453], [3.044, 5.420, -0.980], [-3.344, -0.389, 3.053], [-2.619, -1.655, 2.696], [-1.535, -1.727, 3.530], [-2.467, 0.641, 2.785], [-3.636, -0.480, 4.143], [-4.337, -0.345, 2.486], [-2.322, -1.648, 1.634], [-3.286, -2.509, 2.818], [-0.761, -1.934, 2.947], [-2.942, 1.423, 2.531], [-0.397, 2.804, 4.293], [0.254, 1.538, 4.748], [1.698, 1.592, 4.887], [-0.230, 3.881, 5.212], [-1.465, 2.574, 4.151], [-0.106, 3.155, 3.326], [-0.019, 0.720, 4.040], [-0.185, 1.164, 5.663], [2.075, 1.765, 4.028], [0.528, 3.611, 5.752], [-3.455, 5.700, 1.021], [-3.375, 4.862, 2.283], [-2.834, 3.556, 2.014], [-2.165, 6.327, 0.754], [-4.250, 6.427, 1.090], [-3.577, 4.886, 0.277], [-4.357, 4.739, 2.723], [-2.772, 5.423, 2.965], [-1.905, 3.588, 1.740], [-2.436, 7.243, 0.523], [3.566, 2.749, -0.401], [3.613, 2.696, 1.084], [2.443, 2.169, 1.684], [2.488, 3.596, -0.852], [3.377, 1.754, -0.837], [4.468, 3.164, -0.846], [3.802, 3.663, 1.505], [4.521, 2.071, 1.349], [1.684, 2.594, 1.234], [2.035, 3.274, -1.673], [0.757, 1.939, -4.257], [-0.214, 2.901, -3.615], [0.557, 3.745, -2.773], [0.039, 1.111, -5.222], [1.195, 1.360, -3.420], [1.549, 2.477, -4.811], [-0.911, 2.390, -2.988], [-0.729, 3.555, -4.305], [0.027, 4.440, -2.363], [0.584, 0.730, -5.919], [-0.658, 1.691, -0.181], [-0.164, 0.386, 0.513], [1.249, 0.228, 0.324], [-0.205, 2.862, 0.568], [-1.747, 1.673, -0.156], [-0.392, 1.776, -1.206], [-0.731, -0.475, 0.121], [-0.446, 0.471, 1.591], [1.760, 0.704, 0.989], [0.364, 3.377, -0.034]],
  "relative_energy_ev": 0.000,
  "gap_ev": 8.624,
  "mol_weight_g_mol": 748.99,
  "lumo_energy_ev": 0.32,
  "smiles": "CC1(C)CCCC(C)(C)N1O.CC1(C)CCCC(C)(C)N1O.OCCO.OCCO.OCCO.OCCO.OCCO.OCCO.OCCO"
}